A 2-piece molecular cluster, C12H17N overall in a non-equilibrium geometry, computed with ωB97M-V with the def2-TZVPD basis set.

Atoms and positions in Å:
C 3.147 0.706 -3.184
C 2.745 0.985 -1.785
C 3.590 1.467 -0.819
N 2.859 1.806 0.316
C 1.569 1.394 0.145
C 0.426 1.553 0.973
C -0.756 1.242 0.379
C -0.898 0.741 -0.955
C 0.191 0.615 -1.763
C 1.449 0.961 -1.195
H 4.223 0.681 -3.248
H 2.787 1.552 -3.821
H 2.605 -0.122 -3.631
H 4.622 1.729 -0.821
H 3.314 1.858 1.216
H 0.565 1.792 2.022
H -1.722 1.387 0.848
H -1.915 0.489 -1.228
H 0.068 0.293 -2.796
C -2.085 -1.843 3.011
C -2.738 -1.334 1.683
C -3.047 -2.432 0.627
H -1.082 -2.150 2.740
H -2.665 -2.707 3.340
H -2.225 -1.133 3.804
H -3.720 -0.965 2.048
H -2.133 -0.615 1.160
H -3.095 -3.459 0.951
H -3.901 -2.142 0.036
H -2.177 -2.348 -0.054

As for the multiplicity: 1. For the largest force on an atom, the calculation gives 2.647 eV/A. Its SMILES is Cc1c[nH]c2ccccc12.CCC. The LUMO energy is 0.9 eV. The value obtained for the energy above the lowest of the compared OMol25 structures with the same formula, charge and spin is 22.1 kcal/mol. Its HOMO energy is -7.889 eV.

A 2-piece molecular cluster, C4H9NO2 overall, computed with ωB97M-V with the def2-TZVPD basis set.

Atoms and positions in Å:
C -1.009 1.100 -0.544
C -0.901 0.172 0.667
C -1.551 -1.130 0.594
O -0.182 -1.124 0.872
H -0.526 2.071 -0.395
H -2.088 1.290 -0.684
H -0.633 0.673 -1.476
H -0.824 0.692 1.616
H -2.196 -1.475 1.381
H -1.759 -1.485 -0.412
H 2.099 1.576 0.277
N 1.591 0.701 0.262
C 2.186 -0.167 -0.450
O 1.733 -1.395 -0.674
H 3.138 -0.001 -0.951
H 0.922 -1.500 -0.084

As for the multiplicity: 1. For the largest force on an atom, the calculation gives 0.943 eV/A. Its SMILES is C[C@H]1CO1.[H]/N=C/O. The LUMO energy is 1.0 eV. The value obtained for the energy above the lowest of the compared OMol25 structures with the same formula, charge and spin is 72.9 kcal/mol. Its HOMO energy is -9.799 eV.

One molecule with the formula C20H30ClN3O4S in a non-equilibrium geometry, computed with ωB97M-V with the def2-TZVPD basis set.

Atoms and positions in Å:
C -3.802 -2.940 2.520
C -3.984 -4.060 1.492
C -5.366 -3.964 0.840
C -3.807 -5.423 2.159
N -2.951 -3.943 0.460
C -2.762 -2.876 -0.343
O -3.456 -1.880 -0.319
C -1.565 -3.054 -1.284
C -0.252 -2.914 -0.503
C -0.058 -1.463 -0.075
N -0.019 -0.608 -1.242
C 0.854 0.440 -1.352
C 0.420 1.722 -1.738
C 1.296 2.775 -1.891
C 2.646 2.581 -1.662
S 3.781 3.955 -1.752
O 5.099 3.463 -2.017
O 3.227 4.969 -2.599
N 3.804 4.582 -0.203
C 2.578 5.200 0.244
C 2.886 6.010 1.506
O 3.456 5.193 2.503
C 4.651 4.597 2.052
C 4.400 3.741 0.808
C 3.122 1.336 -1.299
C 2.244 0.280 -1.162
Cl 2.935 -1.276 -0.839
C -1.282 -0.613 -1.950
C -1.583 -2.036 -2.427
H -4.552 -3.023 3.302
H -3.909 -1.976 2.032
H -2.814 -2.998 2.973
H -5.495 -4.759 0.108
H -6.143 -4.051 1.594
H -5.467 -3.007 0.338
H -3.922 -6.225 1.432
H -4.556 -5.557 2.935
H -2.823 -5.502 2.618
H -2.338 -4.735 0.354
H -1.626 -4.062 -1.711
H -0.251 -3.558 0.379
H 0.583 -3.208 -1.143
H 0.854 -1.353 0.507
H -0.907 -1.159 0.558
H -0.634 1.890 -1.893
H 0.953 3.751 -2.193
H 2.224 5.843 -0.560
H 1.814 4.439 0.476
H 1.972 6.422 1.936
H 3.577 6.825 1.250
H 5.018 3.986 2.877
H 5.389 5.375 1.809
H 5.334 3.353 0.402
H 3.732 2.904 1.070
H 4.184 1.196 -1.174
H -1.211 0.035 -2.824
H -2.102 -0.271 -1.307
H -2.563 -2.042 -2.906
H -0.832 -2.328 -3.165

As for the multiplicity: 1. For the largest force on an atom, the calculation gives 1.008 eV/A. Its SMILES is CC(C)(C)NC(=O)C1CCN(c2ccc(S(=O)(=O)N3CCOCC3)cc2Cl)CC1. The LUMO energy is 0.5 eV. The value obtained for the energy above the lowest of the compared OMol25 structures with the same formula, charge and spin is 0.0 kcal/mol. Its HOMO energy is -8.206 eV.

A 11-piece molecular cluster, C44H110BN10O18 overall in a non-equilibrium geometry, computed with ωB97M-V with the def2-TZVPD basis set.

Atoms and positions in Å:
O -23.054 -26.783 14.939
C -23.091 -26.388 13.751
O -22.178 -26.481 12.829
B -22.673 -25.851 11.600
O -24.004 -25.378 11.897
C -24.255 -25.555 13.156
O -25.280 -25.209 13.826
O -22.866 -26.863 10.525
C -21.992 -26.570 9.512
O -21.840 -27.166 8.447
C -21.328 -25.212 9.866
O -21.695 -24.847 11.075
O -20.486 -24.692 9.103
C -30.386 -21.314 17.670
C -29.490 -20.325 16.787
C -29.896 -18.845 16.747
O -31.153 -18.609 16.137
C -32.140 -18.159 17.013
N -28.131 -20.565 17.206
H -29.949 -22.300 17.832
H -31.344 -21.427 17.162
H -30.464 -20.854 18.655
H -29.542 -20.668 15.753
H -29.059 -18.385 16.222
H -29.791 -18.430 17.750
H -32.103 -18.691 17.964
H -33.096 -18.308 16.511
H -32.085 -17.086 17.195
H -27.499 -20.325 16.455
H -27.920 -21.534 17.395
C -23.011 -31.697 20.959
C -21.550 -31.947 20.594
C -20.981 -33.351 21.010
O -21.382 -33.489 22.406
C -21.131 -34.785 22.922
N -21.413 -31.715 19.167
H -23.738 -32.455 20.667
H -23.393 -30.742 20.596
H -23.133 -31.744 22.041
H -20.882 -31.227 21.066
H -19.918 -33.429 20.781
H -21.418 -34.113 20.364
H -21.397 -34.763 23.979
H -20.085 -35.049 22.769
H -21.817 -35.531 22.521
H -20.435 -31.493 19.053
H -21.943 -30.879 18.964
C -28.123 -30.260 17.502
C -29.212 -29.220 17.560
C -28.965 -28.185 18.708
O -29.521 -28.755 19.860
C -29.434 -27.874 20.980
N -29.235 -28.562 16.235
H -27.137 -29.815 17.368
H -28.299 -31.023 16.744
H -28.029 -30.821 18.432
H -30.127 -29.767 17.788
H -29.489 -27.251 18.502
H -27.923 -27.868 18.756
H -30.153 -28.265 21.700
H -29.876 -26.899 20.773
H -28.411 -27.880 21.356
H -28.450 -27.933 16.140
H -29.985 -27.917 16.031
C -23.154 -15.447 17.485
C -23.813 -16.819 17.213
C -22.781 -17.770 16.577
O -23.462 -18.784 15.841
C -22.505 -19.558 15.108
N -24.376 -17.405 18.429
H -22.137 -15.581 17.854
H -23.742 -14.879 18.206
H -23.185 -14.994 16.494
H -24.595 -16.761 16.457
H -22.036 -18.139 17.282
H -22.115 -17.118 16.012
H -21.754 -20.032 15.739
H -22.026 -18.995 14.307
H -22.965 -20.345 14.511
H -25.212 -16.880 18.645
H -24.737 -18.247 18.005
C -25.812 -31.412 9.347
C -26.468 -32.156 10.552
C -25.700 -31.935 11.882
O -24.274 -32.211 11.847
C -23.522 -32.098 13.070
N -27.869 -31.725 10.663
H -25.996 -30.340 9.417
H -26.205 -31.656 8.360
H -24.734 -31.580 9.346
H -26.362 -33.209 10.291
H -26.132 -32.700 12.528
H -25.944 -30.936 12.243
H -23.442 -31.069 13.419
H -22.525 -32.534 13.014
H -24.094 -32.626 13.833
H -28.034 -30.795 10.305
H -28.519 -32.216 10.067
C -26.840 -24.604 5.656
C -27.904 -25.618 5.988
C -28.185 -25.831 7.540
O -29.326 -26.695 7.805
C -29.871 -26.610 9.124
N -29.158 -25.445 5.226
H -26.140 -24.587 6.492
H -27.080 -23.582 5.365
H -26.264 -25.017 4.828
H -27.619 -26.618 5.660
H -28.459 -24.860 7.953
H -27.310 -26.167 8.096
H -29.233 -26.847 9.975
H -30.581 -27.433 9.208
H -30.358 -25.674 9.397
H -29.443 -24.485 5.361
H -29.798 -25.918 5.848
C -15.555 -28.924 1.476
C -14.714 -28.272 2.535
C -15.170 -26.792 2.870
O -14.264 -26.199 3.789
C -14.885 -25.260 4.612
N -14.580 -29.034 3.686
H -15.338 -28.574 0.467
H -16.601 -28.679 1.659
H -15.376 -29.998 1.525
H -13.694 -28.220 2.152
H -16.211 -26.823 3.194
H -15.055 -26.218 1.951
H -15.524 -24.532 4.112
H -14.060 -24.632 4.948
H -15.538 -25.674 5.381
H -15.450 -29.229 4.161
H -14.136 -28.463 4.390
C -16.667 -32.907 7.611
C -18.131 -32.323 7.679
C -18.555 -32.036 9.146
O -17.608 -31.079 9.712
C -17.780 -30.866 11.128
N -17.926 -31.057 7.041
H -16.579 -33.824 8.193
H -15.918 -32.148 7.839
H -16.540 -33.247 6.583
H -18.928 -32.899 7.209
H -18.605 -32.943 9.749
H -19.575 -31.653 9.121
H -16.911 -30.275 11.418
H -17.573 -31.752 11.728
H -18.734 -30.376 11.329
H -18.715 -30.446 7.197
H -17.304 -30.638 7.716
C -21.463 -29.183 -1.634
C -22.000 -30.140 -0.630
C -22.667 -29.458 0.634
O -23.423 -30.305 1.522
C -22.672 -31.152 2.338
N -22.911 -31.069 -1.204
H -20.943 -29.763 -2.396
H -20.689 -28.627 -1.103
H -22.145 -28.441 -2.049
H -21.302 -30.864 -0.211
H -23.356 -28.695 0.270
H -21.875 -28.960 1.194
H -23.270 -31.897 2.864
H -22.186 -30.587 3.133
H -21.849 -31.636 1.812
H -23.698 -30.527 -1.529
H -23.325 -31.654 -0.492
C -14.553 -22.850 13.328
C -15.949 -23.264 12.869
C -16.778 -23.861 14.069
O -16.198 -25.154 14.332
C -16.941 -25.997 15.157
N -16.623 -22.183 12.171
H -14.020 -22.167 12.666
H -14.034 -23.798 13.466
H -14.615 -22.516 14.363
H -15.815 -24.066 12.144
H -17.852 -23.918 13.895
H -16.700 -23.232 14.956
H -17.794 -26.509 14.712
H -17.256 -25.520 16.085
H -16.271 -26.751 15.570
H -17.372 -22.583 11.624
H -16.031 -21.757 11.473

As for the charge: -1. As for the multiplicity: 1. For the largest force on an atom, the calculation gives 5.489 eV/A. The LUMO energy is 1.9 eV. The value obtained for the energy above the lowest of the compared OMol25 structures with the same formula, charge and spin is 136.2 kcal/mol. Its HOMO energy is -7.566 eV.